Computed, not measured: a molecular structure, C28H22FMgN4O10, with the ωB97M-V functional and the def2-TZVPD basis.

Results
total energy: -2352.04384 hartree
energy relative to the best compared isomer or geometry (same formula, charge and spin): 0.00 kJ/mol
HOMO-LUMO gap: 7.482 eV

Structure (ORCA input):
```
! wB97M-V def2-TZVPD RIJCOSX def2/J DEFGRID3
* xyz -1 1
Mg -0.783 0.195 -2.506
O -3.921 0.200 0.606
C -2.882 0.368 -0.186
O -2.600 -0.398 -1.080
C -2.026 1.579 0.015
C -2.047 2.452 1.081
C -1.112 3.487 1.075
C -0.225 3.617 0.020
C -0.286 2.687 -1.013
N -1.166 1.704 -0.991
C 0.646 2.678 -2.232
O 1.419 3.621 -2.356
O 0.526 1.646 -2.968
H -4.368 -0.624 0.281
H -2.747 2.312 1.891
H -1.079 4.185 1.902
H 0.517 4.400 -0.029
F -1.426 -4.948 -3.607
C -2.300 -4.223 -2.900
C -2.845 -3.116 -3.404
N -3.752 -2.352 -2.697
C -4.349 -1.186 -3.341
C -3.391 -0.085 -3.848
O -3.952 0.903 -4.293
O -2.131 -0.307 -3.790
C -4.093 -2.675 -1.414
O -4.872 -2.022 -0.715
N -3.542 -3.837 -0.941
C -2.634 -4.693 -1.566
O -2.245 -5.704 -1.032
H -2.583 -2.749 -4.385
H -5.023 -0.728 -2.625
H -4.945 -1.515 -4.194
H -3.757 -4.056 0.020
C 6.051 0.856 3.074
C 5.132 1.244 1.945
C 5.421 2.366 1.177
C 4.604 2.726 0.117
C 3.465 1.991 -0.157
C 3.150 0.875 0.616
N 1.986 0.137 0.313
C 0.955 -0.087 1.205
C 0.906 0.584 2.435
C -0.103 0.327 3.347
C -1.089 -0.610 3.070
C -1.047 -1.273 1.853
C -0.063 -1.019 0.907
C -0.184 -1.722 -0.429
O -0.719 -2.819 -0.481
O 0.263 -1.052 -1.443
C 4.004 0.468 1.652
C 3.742 -0.798 2.421
H 6.805 1.625 3.236
H 6.571 -0.082 2.862
H 5.503 0.713 4.007
H 6.302 2.954 1.409
H 4.838 3.592 -0.490
H 2.813 2.289 -0.966
H 1.763 -0.071 -0.653
H 1.666 1.321 2.661
H -0.115 0.871 4.285
H -1.875 -0.819 3.784
H -1.793 -2.016 1.597
H 3.085 -1.462 1.863
H 3.262 -0.598 3.383
H 4.674 -1.326 2.623
*
```